Computed, not measured: C62H62IN8O2PSTi as an isolated structure at a distorted geometry, with ωB97M-V with the def2-TZVPD basis set.

Computed properties:
Total energy = -132661.6842 eV
HOMO-LUMO gap (spin up / spin down) = 4.6 / 4.6 eV
Lowest unoccupied orbital energy (spin up / spin down) = 3.854 / 3.839 eV
Charge = -2
E_HOMO (spin up / spin down) = -0.7703 / -0.7630 eV
Energy above the lowest of the compared OMol25 structures with the same formula, charge and spin = 0.00 kcal per mole

Each line ends with the Löwdin charge.
CARTESIAN COORDINATES (ANGSTROEM)
Ti  0.245416  -0.458261  0.918610  1.02
C  1.583966  -3.843554  5.951963  -0.10
C  1.922138  -4.567364  4.642591  -0.20
C  2.024761  -3.586158  3.517342  -0.16
C  3.168099  -3.054814  2.924330  -0.16
C  4.601777  -3.348897  3.242296  -0.20
C  5.185302  -2.319179  4.218130  -0.10
C  2.720088  -2.066935  2.028850  -0.30
C  3.482481  -1.489778  0.938169  -0.20
C  3.328694  -0.102921  0.612197  -0.28
C  4.291337  0.729447  -0.010959  -0.14
C  5.681687  0.333546  -0.402228  -0.19
C  5.773776  -0.041829  -1.885837  -0.09
C  3.685234  1.964216  -0.163421  -0.15
C  2.375092  1.835235  0.363428  -0.32
C  1.477052  2.873625  0.561195  0.04
C  0.263222  2.723388  1.205719  -0.26
N  -0.393846  1.528202  1.392981  0.04
C  -1.541868  1.844725  2.074854  -0.22
C  -2.551928  0.953030  2.432619  0.02
C  -2.410507  -0.420335  2.487056  -0.23
N  -1.199455  -1.051922  2.374510  0.02
C  -1.433176  -2.359513  2.741976  -0.25
C  -0.429379  -3.221203  3.101611  0.05
C  0.927589  -2.904970  2.944720  -0.24
N  1.372947  -1.921732  2.088707  0.03
C  -2.838499  -2.574002  2.981605  -0.13
C  -3.444950  -1.357914  2.856978  -0.14
C  -4.878943  -1.020466  3.117016  -0.22
C  -5.085523  -0.527316  4.555169  -0.09
C  -3.463069  -3.912485  3.211533  -0.19
C  -3.406671  -4.743881  1.924702  -0.08
C  -1.564131  3.244658  2.398470  -0.15
C  -0.433444  3.793560  1.856324  -0.14
C  0.106102  5.177255  2.055455  -0.20
C  -0.381033  6.184727  1.010669  -0.09
C  -2.531852  3.896979  3.336023  -0.20
C  -2.285753  3.427100  4.776105  -0.09
N  2.158886  0.546644  0.820471  0.01
C  4.246274  3.201691  -0.788348  -0.19
C  3.688436  3.400110  -2.202902  -0.09
H  1.530375  -4.541211  6.791569  0.06
H  0.627275  -3.333968  5.846094  0.07
H  2.340509  -3.090267  6.171593  0.06
H  1.136224  -5.299954  4.431454  0.10
H  2.866060  -5.107407  4.756345  0.09
H  5.205639  -3.341264  2.330026  0.10
H  4.688168  -4.344944  3.685970  0.09
H  5.086054  -1.313908  3.809347  0.07
H  6.243145  -2.517410  4.411124  0.06
H  4.652255  -2.351219  5.168943  0.06
H  4.480234  -1.894913  0.807488  0.11
H  5.999304  -0.523767  0.197397  0.10
H  6.378282  1.153402  -0.192390  0.10
H  5.014920  -0.788032  -2.117962  0.05
H  6.763599  -0.445196  -2.117803  0.06
H  5.598363  0.834870  -2.510477  0.06
H  1.783044  3.874639  0.287636  0.11
H  -3.494504  1.380090  2.748782  0.11
H  -0.691514  -4.159093  3.574951  0.11
H  -5.494600  -1.907234  2.949882  0.10
H  -5.214178  -0.261899  2.412203  0.07
H  -6.123322  -0.229331  4.721490  0.06
H  -4.440335  0.328452  4.756639  0.06
H  -4.834227  -1.316587  5.265887  0.07
H  -4.503442  -3.785785  3.519947  0.10
H  -2.937711  -4.444877  4.011560  0.10
H  -2.370710  -4.907488  1.630577  0.07
H  -3.902825  -4.212281  1.114258  0.06
H  -3.898596  -5.710096  2.053101  0.06
H  1.197766  5.137445  2.034181  0.10
H  -0.181459  5.532815  3.049881  0.10
H  -0.138504  5.832202  0.008861  0.07
H  0.091955  7.157207  1.165373  0.06
H  -1.460875  6.305031  1.080068  0.06
H  -3.557774  3.664220  3.044798  0.10
H  -2.412219  4.982497  3.284415  0.10
H  -2.394410  2.344650  4.835919  0.06
H  -2.985714  3.890140  5.476184  0.06
H  -1.269800  3.679914  5.082936  0.07
H  5.337674  3.133894  -0.829504  0.10
H  3.995460  4.073818  -0.174841  0.10
H  4.050875  4.331362  -2.645681  0.07
H  2.599472  3.416163  -2.177136  0.07
H  3.983573  2.567867  -2.840503  0.06
I  0.680399  0.298083  -2.058006  1.33
C  0.533878  1.671422  -3.832938  -0.45
C  1.707644  1.546864  -4.550580  -0.22
C  1.974751  2.237970  -5.729790  -0.10
C  1.032147  3.068093  -6.240108  -0.07
C  -0.206727  3.232420  -5.592945  -0.17
C  -1.160889  4.054639  -6.222832  -0.06
C  -2.402259  4.208901  -5.695542  -0.08
C  -2.706510  3.587127  -4.490046  -0.12
C  -1.796645  2.826272  -3.778931  -0.31
P  -2.460043  2.139680  -2.191299  1.13
C  -3.654361  1.145204  -3.203374  -0.35
C  -4.979222  1.470519  -3.473857  -0.10
C  -5.745806  0.670185  -4.308291  -0.09
C  -5.198625  -0.447902  -4.913286  -0.10
C  -3.872180  -0.768241  -4.667314  -0.08
C  -3.111895  0.014010  -3.817075  -0.10
C  -3.507397  3.569732  -1.693003  -0.39
C  -4.690407  3.346759  -0.986540  -0.11
C  -5.481819  4.411400  -0.585783  -0.09
C  -5.091797  5.714908  -0.857807  -0.11
C  -3.868920  5.946313  -1.468975  -0.10
C  -3.069102  4.883520  -1.856694  -0.11
C  -0.500276  2.559629  -4.340356  -0.15
H  2.438930  0.854043  -4.153145  0.06
H  2.923575  2.102794  -6.234841  0.10
H  1.204114  3.602337  -7.167909  0.10
H  -0.889468  4.544341  -7.151528  0.10
H  -3.154189  4.804921  -6.199858  0.10
H  -3.702096  3.722764  -4.092118  0.10
H  -5.439067  2.333808  -3.017459  0.09
H  -6.786215  0.920591  -4.476321  0.09
H  -5.800556  -1.071845  -5.561958  0.09
H  -3.435242  -1.644579  -5.128035  0.10
H  -2.078916  -0.253085  -3.624542  0.08
H  -4.994876  2.330769  -0.774898  0.10
H  -6.413528  4.224902  -0.064053  0.10
H  -5.722310  6.550158  -0.576056  0.09
H  -3.544945  6.962997  -1.660879  0.10
H  -2.109181  5.070983  -2.321290  0.11
O  3.109208  -1.963056  -1.827879  -0.58
S  2.361405  -2.321986  -0.596363  0.79
N  1.035143  -1.504241  -0.451910  -0.76
N  -1.279743  -2.789336  -1.122716  0.18
C  -2.101312  -1.826621  -0.653867  -0.48
O  -1.601942  -0.771089  -0.136598  -0.20
C  -3.501521  -2.071333  -0.772517  -0.22
C  -3.958013  -3.193915  -1.474971  -0.29
N  -4.319064  -4.130823  -2.053716  0.11
C  -4.488011  -1.235135  -0.241396  -0.22
N  -5.359933  -0.599218  0.175563  0.15
H  -0.285880  -2.541008  -1.109007  0.03
H  -1.645468  -3.542440  -1.677752  0.09

Forces on the atoms, in the same order (eV/Å):
Ti 0.0771 -1.2328 0.5176
C 0.0487 -0.2195 -0.0357
C -0.0462 0.2817 -0.0451
C -0.5804 0.0382 -0.2328
C 0.0689 0.3853 -0.2572
C -0.1123 0.1842 0.1020
C 0.1079 -0.1621 -0.0552
C 0.1956 -0.2487 0.8472
C -1.0296 -0.4057 -1.2417
C 0.3086 0.5598 0.2435
C -0.1056 -0.0794 0.2783
C -0.1427 0.0160 -0.1612
C 0.0998 -0.0634 0.1459
C -0.2535 -0.0196 0.1615
C 0.3778 0.2943 -0.1960
C -0.5441 -0.3374 0.6222
C 0.7868 0.6725 -0.4480
N -0.5494 -0.3381 0.3813
C 0.2514 -0.2302 -0.2618
C -0.1997 -0.2058 -0.0808
C 0.5761 0.4676 0.2092
N 0.0831 0.4583 -0.4172
C 0.7752 -1.0857 0.6715
C -1.0032 0.6567 -0.1816
C 0.7996 -0.1433 0.4243
N -0.0577 0.2650 0.0348
C -0.4303 0.5113 -0.0355
C -0.1088 -0.7477 0.1024
C 0.1362 0.1471 0.3171
C -0.0169 -0.0972 -0.1116
C 0.1029 0.0404 -0.1043
C -0.0824 -0.0158 0.1022
C 0.2353 0.3725 -0.1730
C -0.2772 -0.2030 0.0816
C -0.1008 0.0680 -0.1564
C 0.0831 -0.0870 0.1302
C 0.2043 -0.1562 0.0798
C -0.1227 0.0937 -0.0571
N 0.1293 -0.0476 0.0878
C -0.1837 -0.1198 -0.1301
C 0.1484 0.0998 0.1337
H -0.0424 0.0036 0.0841
H -0.0339 0.0431 0.0704
H 0.0207 0.0406 0.0219
H 0.0762 -0.1038 0.0193
H -0.0467 -0.0919 -0.0336
H -0.0125 -0.1071 -0.0071
H 0.0443 -0.0433 -0.0960
H -0.0097 0.0358 -0.0042
H 0.0558 0.0402 0.0426
H -0.0434 0.0384 0.0290
H -0.0253 0.0183 0.0027
H 0.0433 0.0658 0.0444
H 0.0112 -0.0491 0.0826
H -0.0196 -0.0093 -0.0550
H 0.0345 0.0293 -0.0865
H -0.0131 0.0245 -0.0621
H 0.0929 0.0572 0.0803
H -0.0575 -0.0264 -0.0287
H -0.0238 -0.0771 -0.0812
H -0.0386 0.0731 -0.1081
H -0.0206 -0.0847 0.0154
H -0.0155 0.0264 0.0297
H 0.0080 0.0335 0.0738
H 0.0292 0.0236 0.0762
H 0.0435 -0.0145 0.0857
H -0.0656 0.0261 0.0468
H 0.0049 -0.0272 -0.0665
H -0.0011 -0.0037 -0.0620
H 0.0152 -0.0472 0.0087
H -0.0406 0.0206 0.0788
H 0.0608 -0.0193 0.0030
H -0.0379 0.0234 -0.0875
H -0.0278 0.0446 -0.0442
H -0.0949 0.0163 -0.0966
H -0.0927 0.0527 -0.0271
H -0.0975 -0.0045 -0.0646
H 0.0227 -0.0245 0.0522
H -0.0147 -0.0045 0.0226
H 0.0231 -0.0110 0.0234
H -0.0111 0.0342 0.0491
H 0.0730 0.0158 -0.0078
H -0.0160 0.0149 -0.0654
H -0.0509 0.0170 -0.0613
H -0.0294 -0.0185 -0.0633
I -0.3720 0.8221 -1.8426
C -0.2247 0.3216 0.2203
C -0.4424 -0.3859 0.7964
C 0.2148 0.1141 -0.3500
C 0.1823 0.0541 -0.2062
C -0.2141 -0.2135 0.4659
C 0.0666 0.0631 -0.1280
C -0.1586 0.1963 -0.2503
C 0.2607 -0.1643 0.2502
C 0.2422 0.3740 -0.2965
P -0.0629 -0.2989 -0.2817
C -0.2042 -0.2783 0.2774
C 0.0133 -0.2048 0.1301
C -0.1093 0.0122 -0.0632
C -0.0105 0.0061 -0.0173
C 0.0149 -0.0972 -0.0610
C 0.0166 -0.0146 0.1699
C 0.2351 -0.0553 0.4239
C 0.1481 0.0022 -0.0932
C -0.1413 0.0842 0.0885
C -0.0143 0.0196 0.0763
C 0.0670 0.0969 -0.0178
C -0.0853 -0.0083 0.0112
C 0.4289 0.0709 -0.3620
H 0.1811 0.0305 -0.0848
H 0.0288 -0.0221 -0.0009
H -0.0125 0.0286 -0.0066
H 0.0376 -0.0278 -0.0271
H 0.0077 0.0126 0.0036
H 0.0217 -0.0115 -0.0407
H -0.0164 0.0523 -0.0106
H -0.0225 0.0332 -0.0231
H -0.0097 -0.0126 0.0106
H 0.0409 -0.0241 0.0257
H 0.0492 -0.0307 0.0573
H -0.0831 -0.1061 0.0834
H 0.0236 -0.0379 -0.0113
H -0.0103 -0.0327 0.0304
H 0.0509 -0.0146 0.0541
H -0.0475 0.0437 -0.0580
O 0.0729 0.0792 -0.3238
S 1.5159 -1.0730 0.3158
N -0.9541 0.9095 0.3885
N 0.0306 0.2801 -0.0178
C 0.5055 -0.0522 -0.0534
O -0.2535 -0.2826 -0.1371
C 0.1661 0.2823 0.0054
C -0.1116 -0.3170 -0.1992
N 0.0545 -0.0304 -0.0114
C -0.2342 0.4363 0.1267
N -0.0292 0.1541 -0.2459
H -0.1659 -0.1845 0.0137
H -0.0137 -0.0165 0.0709